[1]
{"formula": "C25H30FeIN4S", "method": "ωB97M-V with the def2-TZVPD basis set", "spin_multiplicity": 2, "homo_ha": [-0.280, -0.279], "total_energy_ha": -3149.29448, "orbital_gap_ev": [7.22, 7.16], "relative_energy_kcal_mol": 0.0, "elements": ["Fe", "S", "C", "C", "C", "C", "C", "N", "H", "H", "H", "H", "C", "C", "C", "C", "C", "C", "C", "N", "C", "C", "C", "C", "C", "C", "C", "N", "C", "C", "C", "C", "H", "H", "H", "H", "H", "H", "H", "H", "H", "H", "H", "H", "H", "H", "H", "H", "H", "H", "H", "H", "H", "H", "H", "H", "N", "C", "I", "C", "H", "H"], "positions_angstrom": [[-1.14943, -1.23869, 1.88071], [-0.83342, -2.43948, 3.82423], [-2.41481, -2.94172, 3.37849], [-3.24651, -3.85129, 4.04110], [-4.50856, -4.06840, 3.54300], [-4.93240, -3.38011, 2.40353], [-4.05392, -2.51241, 1.79851], [-2.81594, -2.30915, 2.26121], [-2.88483, -4.35167, 4.92780], [-5.17550, -4.76269, 4.03783], [-5.92296, -3.51787, 1.99582], [-4.34925, -1.95414, 0.92134], [-2.44495, 1.95898, -4.19906], [-1.28227, 0.96540, -4.06578], [-1.48266, -0.19861, -5.04673], [0.01900, 1.68504, -4.41888], [-1.26660, 0.41482, -2.64605], [-2.37372, -0.26650, -2.14298], [-2.35092, -0.75779, -0.85723], [-1.30711, -0.60709, -0.04576], [-0.23349, 0.04167, -0.50508], [-0.18242, 0.55236, -1.79336], [0.85895, 0.18744, 0.47242], [2.06470, 0.80613, 0.20582], [3.03621, 0.91861, 1.19659], [2.72669, 0.37753, 2.43785], [1.50301, -0.23643, 2.63460], [0.58969, -0.33418, 1.67611], [4.35649, 1.61509, 0.89152], [5.04811, 0.89041, -0.27185], [4.06905, 3.07041, 0.49594], [5.29595, 1.61177, 2.09672], [-2.46701, 2.36768, -5.21081], [-2.33349, 2.78672, -3.49660], [-3.40705, 1.48228, -4.00963], [-1.48393, 0.17791, -6.07114], [-2.43015, -0.71066, -4.87683], [-0.68053, -0.93222, -4.95127], [-0.04567, 2.06443, -5.43930], [0.87853, 1.01356, -4.37035], [0.20153, 2.53682, -3.76056], [-3.25803, -0.42308, -2.74449], [-3.18733, -1.31029, -0.46080], [0.70581, 1.06751, -2.12201], [2.25116, 1.20889, -0.77881], [3.42125, 0.41748, 3.26293], [1.24224, -0.67458, 3.58875], [4.44966, 0.92231, -1.18310], [5.23235, -0.15646, -0.02564], [6.00653, 1.36670, -0.48555], [3.43340, 3.13076, -0.38837], [5.00533, 3.58453, 0.27149], [3.57025, 3.60373, 1.30684], [5.54423, 0.59675, 2.41189], [4.86543, 2.14481, 2.94631], [6.22689, 2.11294, 1.82912], [0.14209, -3.74310, 0.40748], [-0.34449, -2.84155, 0.94445], [-2.03352, 2.05488, 1.90738], [-1.83247, 0.21782, 3.06397], [-2.84376, 0.04476, 3.42475], [-1.18541, 0.52121, 3.88151]], "forces_ev_per_angstrom": [[0.25, -1.22, -0.09], [-0.05, 0.10, 0.06], [0.00, 0.03, 0.05], [-0.02, -0.02, -0.02], [0.01, 0.00, 0.01], [0.00, 0.00, -0.02], [0.02, -0.03, -0.03], [0.01, 0.11, 0.01], [0.00, 0.00, 0.00], [0.00, 0.00, 0.00], [0.00, 0.00, 0.00], [-0.02, 0.01, 0.02], [0.00, 0.00, 0.00], [0.00, 0.00, 0.00], [0.00, 0.00, 0.00], [0.00, 0.00, 0.00], [0.01, 0.00, -0.02], [0.01, -0.02, 0.01], [0.05, -0.09, -0.05], [-0.20, 0.46, 0.31], [-0.04, 0.05, -0.06], [0.01, -0.01, -0.02], [0.05, 0.02, 0.00], [0.02, 0.02, 0.00], [0.00, 0.00, -0.01], [-0.02, -0.01, 0.00], [0.04, -0.03, 0.01], [-0.09, 0.09, 0.15], [0.01, 0.00, 0.00], [0.00, 0.00, 0.00], [0.00, 0.00, 0.00], [0.00, 0.00, 0.00], [0.00, 0.00, 0.00], [0.00, 0.00, 0.00], [0.00, 0.00, 0.00], [0.00, 0.00, 0.00], [0.00, 0.00, 0.00], [0.00, 0.00, 0.00], [0.00, 0.00, 0.00], [0.00, 0.00, 0.00], [0.00, 0.00, 0.00], [0.00, 0.00, 0.00], [-0.01, 0.02, 0.00], [0.00, 0.00, 0.01], [-0.01, 0.00, 0.00], [0.00, 0.00, 0.00], [0.00, 0.02, 0.00], [0.00, 0.00, 0.00], [0.00, 0.00, 0.00], [0.00, 0.00, 0.00], [0.00, 0.00, 0.00], [0.00, 0.00, 0.00], [0.00, 0.00, 0.00], [0.00, 0.00, 0.00], [0.00, 0.00, 0.00], [0.00, 0.00, 0.00], [-0.02, 0.05, -0.09], [0.00, -0.04, 0.14], [-0.09, 0.23, 0.08], [0.02, 0.39, -0.60], [0.06, -0.06, 0.14], [0.02, -0.07, 0.00]]}

[2]
{"formula": "C20H37Cl2N4ORuSSi2", "method": "ωB97M-V with the def2-TZVPD basis set", "total_charge": -2, "spin_multiplicity": 2, "homo_ha": [-0.032, -0.032], "total_energy_ha": -3071.06009, "orbital_gap_ev": [5.59, 5.57], "relative_energy_kcal_mol": 0.0, "elements": ["Ru", "N", "C", "S", "N", "N", "C", "C", "C", "C", "C", "C", "C", "O", "H", "H", "H", "H", "H", "H", "H", "Cl", "C", "Cl", "H", "H", "C", "Si", "C", "C", "C", "Si", "C", "C", "C", "H", "H", "H", "H", "H", "H", "H", "H", "H", "H", "H", "H", "H", "H", "H", "H", "H", "H", "H", "C", "C", "C", "C", "N", "H", "H", "H", "H", "H", "H", "H", "H", "H"], "positions_angstrom": [[0.64949, -0.03940, -0.14808], [0.64996, 4.34067, -0.59907], [0.54552, 2.94954, -0.66828], [1.48995, 2.04093, 0.46008], [-0.21244, 2.48274, -1.60576], [-0.23532, 1.09769, -1.67075], [-0.89916, 0.62974, -2.65756], [-1.12761, -0.77098, -2.94532], [-1.59380, -1.08092, -4.22879], [-1.86364, -2.37261, -4.63572], [-1.68217, -3.40601, -3.70908], [-1.25093, -3.13910, -2.43184], [-0.94663, -1.81979, -1.98769], [-0.56958, -1.65105, -0.77522], [0.81076, 4.65351, 0.34548], [-0.14838, 4.78694, -1.02710], [-1.31919, 1.35718, -3.35426], [-1.73899, -0.25777, -4.92344], [-2.20998, -2.57822, -5.64123], [-1.88313, -4.43331, -3.99776], [-1.11134, -3.93655, -1.71165], [-1.42971, 0.63101, 1.21384], [-4.49286, 0.27047, 2.14598], [-5.66446, -0.78842, 1.48858], [-4.44167, 1.26014, 1.73106], [-3.92913, -0.08738, 2.98781], [-1.56105, -2.60631, 2.00647], [0.30861, -2.74678, 1.83063], [0.73476, -3.98207, 0.45845], [0.73711, -3.71627, 3.43283], [1.24931, -1.15748, 1.68545], [3.04230, -1.34456, 2.04346], [4.10310, 0.21307, 1.85299], [3.40323, -1.74264, 3.88097], [3.88643, -2.76321, 1.11597], [-1.97322, -3.60973, 2.17736], [-2.02177, -2.16098, 1.12929], [-1.81217, -1.97756, 2.86599], [-0.10913, -4.65967, 0.28460], [1.60289, -4.59095, 0.72732], [0.95132, -3.45152, -0.47208], [-0.02422, -4.48694, 3.60733], [0.75767, -3.05966, 4.30926], [1.70908, -4.21578, 3.36712], [0.85862, -0.49860, 2.47675], [3.96023, 0.85861, 2.72609], [3.86190, 0.79848, 0.96979], [5.16407, -0.06087, 1.80973], [2.87226, -1.03901, 4.53160], [4.47733, -1.63547, 4.08059], [3.10406, -2.75223, 4.16800], [3.53652, -2.79667, 0.08287], [3.65436, -3.72167, 1.59058], [4.97565, -2.63714, 1.12753], [2.75976, -1.18497, -3.24437], [2.85546, -0.12007, -2.14501], [2.51346, 1.25651, -2.75638], [4.30088, -0.05323, -1.63800], [2.06055, -0.66657, -1.05962], [3.29936, -0.85245, -4.13790], [1.71412, -1.35862, -3.51103], [3.18430, -2.12825, -2.89462], [3.30481, 1.56488, -3.45202], [2.42859, 2.00918, -1.97609], [1.57552, 1.22142, -3.31111], [4.96868, 0.16090, -2.47743], [4.59558, -0.99665, -1.17812], [4.40765, 0.74337, -0.90147]], "forces_ev_per_angstrom": [[0.07, -0.26, -0.31], [-0.01, 0.01, 0.00], [-0.08, -0.15, 0.02], [0.08, 0.21, 0.17], [0.04, 0.18, -0.05], [0.15, -0.03, 0.33], [-0.16, -0.03, -0.07], [0.10, -0.06, -0.03], [-0.02, -0.05, -0.04], [-0.01, 0.05, -0.03], [0.02, 0.02, 0.05], [-0.07, -0.08, -0.02], [-0.05, 0.08, 0.02], [0.21, 0.04, 0.09], [0.01, 0.02, 0.02], [-0.01, 0.00, -0.01], [-0.04, 0.00, 0.04], [0.00, 0.00, -0.01], [0.00, 0.01, 0.00], [0.00, 0.00, 0.00], [-0.02, 0.05, -0.03], [-0.16, 0.20, 0.04], [-0.31, -0.03, 0.11], [0.04, 0.04, 0.02], [0.16, -0.07, -0.04], [0.13, 0.01, -0.13], [-0.01, -0.05, 0.03], [-0.01, -0.04, -0.05], [0.07, -0.04, -0.03], [0.01, -0.03, 0.04], [-0.07, 0.07, -0.13], [0.02, 0.02, 0.14], [-0.01, 0.04, -0.03], [0.03, 0.00, 0.04], [0.02, 0.03, -0.06], [0.01, 0.03, -0.01], [-0.01, 0.03, -0.03], [0.01, -0.02, -0.02], [0.02, 0.02, 0.00], [0.00, -0.01, 0.01], [0.00, -0.06, 0.12], [0.04, 0.02, -0.03], [-0.03, -0.04, -0.04], [-0.03, 0.02, 0.01], [-0.03, -0.03, 0.05], [-0.02, -0.01, -0.02], [-0.03, 0.01, 0.05], [-0.03, 0.00, 0.02], [0.02, -0.01, -0.01], [-0.03, 0.00, -0.01], [0.03, 0.06, 0.00], [0.03, 0.00, -0.02], [-0.02, 0.02, -0.02], [-0.04, -0.01, -0.02], [0.03, -0.03, -0.12], [0.07, 0.20, -0.19], [-0.07, -0.13, 0.01], [0.03, 0.03, -0.04], [-0.28, -0.07, 0.31], [0.02, -0.03, -0.03], [0.02, 0.02, 0.00], [-0.03, 0.00, 0.00], [0.00, -0.08, 0.04], [0.06, -0.01, -0.07], [0.08, 0.01, 0.02], [0.06, -0.01, -0.02], [-0.02, -0.03, 0.04], [0.02, -0.02, -0.08]]}